Molecular formula: C20H13AuN4O2S
Method: DFT, ωB97M-V/def2-TZVPD

Computed properties:
Energy in hartree: -1672.8263
Maximum force in eV/A: 0.3
Energy above the lowest of the compared OMol25 structures with the same formula, charge and spin in eV: 0.0000
Charge: +2
HOMO level in eV: -14.7

Atoms and positions in Å:
Au 0.619 -0.007 -0.394
N 1.175 -4.057 -0.113
C -0.105 -4.135 0.431
C -0.864 -5.219 0.857
C -2.112 -4.926 1.364
C -2.587 -3.605 1.450
C -1.829 -2.535 1.027
C -0.572 -2.822 0.507
N 0.432 -1.996 0.012
C 1.449 -2.771 -0.344
C 2.639 -2.145 -0.897
C 3.842 -2.639 -1.280
S 4.849 -1.369 -1.815
C 3.624 -0.245 -1.505
N 2.526 -0.774 -1.028
H 1.789 -4.836 -0.295
H -0.499 -6.235 0.798
H -2.743 -5.733 1.710
H -3.571 -3.431 1.861
H -2.190 -1.519 1.100
H 4.187 -3.660 -1.278
H 3.748 0.811 -1.686
O 0.094 1.286 4.738
C 0.333 0.756 3.746
O 0.573 0.225 2.734
C -0.920 1.212 -0.021
C -2.213 1.597 0.300
C -2.434 2.930 0.022
C -1.437 3.775 -0.531
C -1.682 5.135 -0.832
C -0.694 5.906 -1.378
C 0.579 5.363 -1.645
C 0.866 4.052 -1.365
C -0.144 3.261 -0.814
N 0.009 1.939 -0.475
H -2.966 0.934 0.691
H -3.412 3.353 0.219
H -2.658 5.552 -0.622
H -0.885 6.945 -1.607
H 1.343 5.995 -2.079
H 1.841 3.630 -1.564